92
Properties=species:S:1:pos:R:3:lowdin_charge:R:1 method="wB97M-V/def2-TZVPD" molar_mass_g_mol=950.1 lumo_energy_ev="-2.896 / -5.029" gap_ev="7.27 / 5.13" s2=0.757 total_charge=+1 homo_ev="-10.2 / -10.2" e_above_lowest_kcal_mol=0.00 spin_multiplicity=2
Ir 0.03 0.12 0.01 1.12
O 0.22 -1.15 -1.60 -0.29
C -0.43 -0.96 -2.73 -0.36
C -0.15 -1.89 -3.76 -0.01
C -0.78 -1.81 -4.98 -0.06
C -1.72 -0.81 -5.26 -0.08
C -2.00 0.10 -4.28 -0.04
C -1.38 0.06 -3.01 -0.16
C -1.84 1.05 -2.07 -0.08
N -1.46 1.15 -0.85 -0.19
C -1.99 2.16 0.07 -0.17
C -0.83 2.70 0.88 -0.19
N -0.06 1.57 1.41 -0.17
C 0.54 1.61 2.53 -0.09
C 1.54 0.68 2.97 -0.16
C 2.12 0.94 4.23 -0.05
C 3.16 0.20 4.72 -0.09
C 3.64 -0.86 3.94 -0.05
C 3.10 -1.14 2.71 -0.01
C 2.04 -0.39 2.17 -0.34
O 1.65 -0.72 0.96 -0.31
H 0.57 -2.66 -3.54 0.12
H -0.54 -2.55 -5.74 0.11
H -2.20 -0.76 -6.22 0.11
H -2.72 0.89 -4.46 0.12
H -2.58 1.76 -2.43 0.15
H -2.69 1.66 0.74 0.10
H -2.52 2.95 -0.46 0.14
H -1.14 3.39 1.66 0.13
H -0.16 3.23 0.19 0.09
H 0.37 2.48 3.17 0.14
H 1.72 1.77 4.81 0.12
H 3.59 0.42 5.68 0.11
H 4.47 -1.46 4.31 0.11
H 3.48 -1.96 2.11 0.12
C -1.89 -1.81 2.43 -0.45
P -1.37 -1.58 0.70 0.95
C -2.95 -1.38 -0.18 -0.34
C -3.20 -2.01 -1.40 -0.09
C -4.40 -1.80 -2.06 -0.05
C -5.36 -0.95 -1.53 -0.06
C -5.12 -0.32 -0.31 -0.06
C -3.92 -0.53 0.35 -0.11
C -0.76 -3.23 0.28 -0.36
C 0.61 -3.51 0.23 -0.08
C 1.04 -4.80 0.01 -0.06
C 0.13 -5.83 -0.17 -0.06
C -1.23 -5.57 -0.10 -0.07
C -1.67 -4.27 0.13 -0.11
P -0.60 -2.45 3.62 1.07
C -0.58 -1.19 4.94 -0.41
C -1.40 -0.07 5.07 -0.10
C -1.31 0.76 6.18 -0.08
C -0.41 0.47 7.20 -0.08
C 0.41 -0.64 7.09 -0.08
C 0.34 -1.45 5.96 -0.13
C -1.63 -3.75 4.42 -0.37
C -2.14 -3.68 5.71 -0.08
C -2.89 -4.73 6.22 -0.07
C -3.14 -5.86 5.45 -0.08
C -2.62 -5.94 4.17 -0.08
C -1.86 -4.90 3.66 -0.11
H -2.68 -2.57 2.37 0.07
H -2.37 -0.90 2.80 0.02
H -2.45 -2.64 -1.85 0.11
H -4.58 -2.29 -3.01 0.12
H -6.30 -0.79 -2.04 0.11
H -5.87 0.33 0.12 0.11
H -3.76 -0.04 1.31 0.09
H 1.32 -2.71 0.38 0.08
H 2.10 -5.01 -0.03 0.11
H 0.47 -6.84 -0.35 0.11
H -1.96 -6.36 -0.21 0.11
H -2.74 -4.09 0.22 0.11
H -2.13 0.18 4.31 0.08
H -1.96 1.62 6.26 0.11
H -0.36 1.10 8.07 0.11
H 1.12 -0.88 7.87 0.11
H 1.00 -2.31 5.87 0.11
H -1.97 -2.80 6.32 0.10
H -3.29 -4.66 7.22 0.11
H -3.73 -6.67 5.86 0.11
H -2.79 -6.83 3.57 0.11
H -1.42 -4.99 2.67 0.08
C 3.62 -0.58 -1.25 0.00
O 3.83 0.61 -0.43 -0.12
C 2.97 1.57 -0.47 -1.26
S 3.08 3.00 0.33 0.85
S 1.50 1.60 -1.36 0.78
H 4.54 -1.15 -1.14 0.11
H 3.47 -0.28 -2.29 0.10
H 2.77 -1.13 -0.87 0.06